No. 1
{
  "formula": "C6H9N",
  "method": "the ωB97M-V functional and the def2-TZVPD basis",
  "elements": ["C", "C", "C", "C", "C", "C", "N", "H", "H", "H", "H", "H", "H", "H", "H", "H"],
  "xyz": [[-0.932, -0.626, 3.277], [-0.602, -0.894, 1.879], [-0.512, -0.760, 0.687], [-0.627, -0.095, -0.604], [0.687, 0.467, -1.202], [1.258, 0.048, -2.524], [0.555, 1.317, -2.380], [-0.019, -0.542, 3.863], [-1.553, -1.421, 3.692], [-1.488, 0.321, 3.345], [-1.312, 0.565, -0.049], [-1.208, -0.590, -1.394], [1.447, 0.743, -0.468], [0.752, -0.697, -3.135], [2.345, 0.074, -2.652], [1.208, 2.090, -2.335]],
  "largest_force_ha_per_bohr": 0.0450,
  "e_homo_ev": -9.0111,
  "orbital_gap_ev": 10.05,
  "energy_ev": -7854.35670,
  "smiles": "CC#CC[C@H]1CN1"
}

=====

No. 2
{
  "formula": "C7H12N",
  "method": "the ωB97M-V functional and the def2-TZVPD basis",
  "elements": ["C", "C", "C", "C", "C", "C", "C", "N", "H", "H", "H", "H", "H", "H", "H", "H", "H", "H", "H", "H"],
  "xyz": [[-0.370, 0.468, -0.973], [-0.878, 0.599, 0.408], [0.219, -1.459, 0.510], [0.576, 0.950, 0.092], [0.771, -0.493, -0.464], [-1.708, 1.815, 0.709], [1.973, -0.704, -1.379], [-0.931, -0.711, 1.034], [-0.502, 1.187, -1.904], [-0.097, -2.402, 0.150], [0.849, -1.709, 1.268], [0.965, 1.970, 0.181], [-2.728, 1.642, 0.596], [-1.387, 2.443, -0.009], [-1.584, 2.262, 1.723], [2.792, -1.117, -0.938], [2.231, 0.291, -1.699], [1.753, -1.313, -2.238], [-1.751, -1.356, 0.777], [-0.885, -0.557, 2.046]],
  "largest_force_ha_per_bohr": 0.0797,
  "e_homo_ev": -14.3754,
  "orbital_gap_ev": 11.12,
  "energy_ev": -8934.12142,
  "smiles": "C[C@@]12C[NH2+][C@@]3(C)[C@@H]1[C@@H]23",
  "total_charge": 1
}

=====

No. 3
{
  "formula": "C5H9Cl",
  "method": "the ωB97M-V functional and the def2-TZVPD basis",
  "elements": ["C", "C", "C", "C", "C", "H", "H", "H", "H", "H", "H", "H", "H", "H", "Cl"],
  "xyz": [[1.952, 0.701, 0.253], [0.521, 0.861, -0.243], [-0.644, 0.086, 0.397], [-1.822, -0.378, -0.426], [-0.889, -1.374, 0.264], [2.223, 0.850, 1.310], [2.489, 1.393, -0.399], [0.295, 1.979, -0.145], [0.530, 0.621, -1.329], [-1.104, 0.607, 1.318], [-1.785, -0.258, -1.496], [-2.807, -0.184, -0.034], [-1.275, -2.027, 1.099], [-0.186, -1.892, -0.435], [2.502, -0.985, -0.133]],
  "largest_force_ha_per_bohr": 0.0538,
  "e_homo_ev": -10.0690,
  "orbital_gap_ev": 11.15,
  "energy_ev": -17852.25253,
  "smiles": "ClCCC1CC1"
}

=====

No. 4
{
  "formula": "C5H4S2",
  "method": "the ωB97M-V functional and the def2-TZVPD basis",
  "elements": ["C", "C", "C", "C", "C", "H", "H", "H", "H", "S", "S"],
  "xyz": [[-0.354, -0.360, 0.756], [1.050, -1.201, 0.758], [0.195, 0.941, -0.075], [-0.310, 1.455, -1.329], [-0.672, 1.533, -2.569], [1.116, -2.344, 0.595], [1.212, -1.205, 1.880], [0.210, 1.919, 0.480], [-0.792, 1.539, -3.658], [-1.860, -0.911, 1.151], [1.785, 0.029, -0.185]],
  "largest_force_ha_per_bohr": 0.1687,
  "e_homo_ev": -9.0325,
  "orbital_gap_ev": 8.24,
  "energy_ev": -26915.24905
}